(1)
{
  "formula": "C2H7NO2",
  "method": "ωB97M-V with the def2-TZVPD basis set",
  "largest_force_ev_per_a": 3.36,
  "total_energy_ev": -7772.4266,
  "gap_ha": 0.3875,
  "smiles": "O=CO.CN",
  "homo_energy_ha": -0.3653,
  "elements": ["C", "N", "H", "H", "H", "H", "H", "H", "O", "C", "O", "H"],
  "xyz": [[0.075831, 1.732839, 0.324831], [-0.793046, 0.616531, 0.658846], [-0.539876, 2.519622, -0.156985], [0.593169, 2.190011, 1.205432], [0.857055, 1.387246, -0.341840], [-1.708424, 0.689829, 0.253966], [-0.851340, 0.388506, 1.645050], [0.185292, -0.645346, 0.128924], [0.929174, -1.283043, -0.147898], [0.519718, -2.242337, -0.979571], [1.300622, -3.033611, -1.532036], [-0.568174, -2.320248, -1.058719]],
  "forces_ev_per_angstrom": [[-0.02, 1.22, 0.37], [0.21, -0.84, 0.48], [0.67, -0.28, 0.17], [-0.63, -0.47, -0.58], [0.13, 0.16, -0.29], [-0.22, 0.06, 0.10], [-0.15, 0.30, -0.17], [0.14, -0.58, -0.22], [-0.18, -0.01, -0.42], [2.43, -1.71, -0.51], [-2.19, 2.16, 1.35], [-0.21, 0.00, -0.28]],
  "mulliken_charge": [-0.655, -0.641, 0.297, 0.250, 0.224, 0.233, 0.242, 0.540, -0.452, 0.236, -0.523, 0.249]
}

=====

(2)
{
  "formula": "C3H4N2",
  "method": "ωB97M-V with the def2-TZVPD basis set",
  "largest_force_ev_per_a": 4.25,
  "total_energy_ev": -6152.5323,
  "gap_ha": 0.3858,
  "smiles": "[H]/N=C1/C=NC1",
  "homo_energy_ha": -0.3528,
  "elements": ["C", "C", "C", "N", "N", "H", "H", "H", "H"],
  "xyz": [[0.782410, 0.015039, 1.523018], [-0.410071, 0.438172, 0.304077], [0.370951, -0.516082, -0.436537], [1.341772, -0.707314, 0.627225], [-1.389004, 1.212675, 0.265180], [1.225476, 0.265220, 2.565258], [-0.108176, -1.482598, -0.783315], [0.620441, -0.302486, -1.502316], [-1.725829, 1.523613, -0.622775]],
  "forces_ev_per_angstrom": [[-1.19, 0.88, -1.29], [-1.00, 1.39, 3.70], [0.24, -2.74, -3.24], [1.12, -0.18, 0.31], [1.60, 0.11, 0.95], [-1.06, -0.51, -1.80], [-0.21, 0.59, 1.41], [1.02, 0.97, 0.86], [-0.52, -0.51, -0.91]],
  "mulliken_charge": [-0.067, 0.480, -0.389, -0.409, -0.580, 0.285, 0.190, 0.243, 0.246]
}

=====

(3)
{
  "formula": "C21H28ClN3O3S",
  "method": "ωB97M-V with the def2-TZVPD basis set",
  "largest_force_ev_per_a": 1.10,
  "total_energy_ev": -56203.1608,
  "gap_ha": 0.3256,
  "smiles": "Cc1ccc(NS(=O)(=O)c2c(C(=O)N3CCCCCC3)c(C)n(C)c2C)c(Cl)c1",
  "homo_energy_ha": -0.3070,
  "elements": ["C", "C", "C", "C", "C", "C", "C", "H", "H", "N", "S", "O", "O", "C", "C", "N", "C", "C", "C", "O", "N", "C", "H", "C", "C", "C", "C", "H", "C", "H", "H", "H", "H", "H", "H", "H", "H", "H", "H", "C", "H", "H", "H", "C", "H", "H", "H", "C", "H", "H", "H", "H", "Cl", "H", "H", "H", "H"],
  "xyz": [[-6.377825, -0.278048, 0.194070], [-4.923309, -0.632213, 0.267692], [-4.058078, 0.077703, 1.086908], [-2.716332, -0.257535, 1.154938], [-2.202170, -1.330720, 0.426366], [-3.079576, -2.041505, -0.389873], [-4.411833, -1.693108, -0.472640], [-5.069659, -2.257088, -1.116948], [-2.680799, -2.857863, -0.968138], [-0.857289, -1.703393, 0.451464], [-0.014522, -1.358275, -0.959164], [1.316501, -1.866593, -0.814735], [-0.782079, -1.803369, -2.085817], [0.036024, 0.399302, -0.906599], [-0.793145, 1.329506, -1.483197], [-0.432831, 2.551688, -0.991774], [0.595884, 2.407712, -0.094118], [0.914890, 1.072902, -0.022385], [1.792122, 0.329071, 0.919258], [1.276970, -0.350593, 1.801180], [3.121778, 0.454437, 0.787415], [3.740584, 1.169955, -0.303575], [2.960204, 1.387534, -1.035783], [4.868902, 0.391916, -0.989903], [4.562593, -1.095015, -1.185860], [4.994244, -1.943831, 0.009724], [4.079956, -1.774868, 1.217996], [3.080989, -2.129133, 0.959363], [3.955843, -0.323248, 1.684291], [4.932730, 0.158322, 1.759861], [3.472349, -0.306394, 2.665212], [4.456396, -2.378930, 2.045843], [4.978951, -2.994968, -0.283312], [6.023643, -1.691428, 0.283769], [3.495569, -1.245098, -1.357753], [5.099317, -1.446462, -2.069610], [5.036504, 0.866538, -1.959105], [5.795535, 0.493812, -0.420404], [4.138420, 2.126120, 0.066753], [1.172214, 3.561946, 0.643721], [1.895569, 3.199194, 1.367980], [0.393879, 4.108520, 1.175621], [1.672953, 4.255090, -0.034034], [-1.064363, 3.804951, -1.298300], [-1.644944, 4.161081, -0.443597], [-0.312603, 4.555982, -1.545808], [-1.731896, 3.679441, -2.146749], [-1.896098, 1.104092, -2.450377], [-1.921027, 0.044153, -2.689517], [-1.743102, 1.669357, -3.369941], [-2.856261, 1.388982, -2.018867], [-0.311564, -1.318115, 1.226054], [-1.665598, 0.686410, 2.159684], [-4.420054, 0.908404, 1.673451], [-6.560931, 0.708583, 0.611392], [-6.725998, -0.297181, -0.836567], [-6.966692, -1.001521, 0.757627]],
  "forces_ev_per_angstrom": [[0.01, -0.07, 0.04], [0.11, 0.06, 0.01], [-0.06, -0.08, -0.08], [0.12, -0.12, -0.10], [-0.86, 0.19, -0.04], [-0.13, 0.06, 0.13], [0.06, 0.03, 0.02], [-0.07, -0.07, -0.09], [-0.01, -0.12, -0.02], [0.92, -0.31, -0.53], [-0.14, 0.37, -0.19], [-0.08, 0.12, 0.34], [-0.16, 0.13, 0.17], [0.09, -0.45, -0.08], [-0.15, -0.38, -0.22], [0.09, -0.50, 0.01], [0.50, -0.48, 0.30], [-0.23, 0.35, -0.09], [0.06, 0.57, 0.17], [0.09, -0.30, 0.24], [0.01, -0.03, 0.01], [0.29, 0.34, -0.35], [0.15, 0.02, 0.10], [-0.22, -0.04, 0.02], [0.27, 0.01, 0.01], [-0.29, -0.06, -0.01], [0.21, 0.11, -0.05], [0.00, -0.04, 0.13], [-0.13, -0.33, 0.42], [-0.01, 0.03, 0.02], [0.16, 0.06, -0.10], [-0.05, -0.03, 0.05], [0.09, -0.05, 0.01], [0.06, -0.04, -0.03], [0.01, 0.00, -0.13], [-0.05, 0.00, -0.03], [0.05, 0.07, 0.04], [0.05, 0.04, -0.04], [-0.07, -0.03, -0.11], [-0.10, -0.06, -0.13], [0.07, 0.02, 0.06], [0.01, 0.09, 0.09], [0.07, 0.09, 0.03], [-0.16, 0.33, 0.00], [-0.01, 0.01, -0.06], [-0.06, -0.02, -0.03], [0.03, 0.02, 0.02], [-0.04, 0.10, -0.01], [-0.09, 0.06, -0.06], [-0.04, 0.02, -0.08], [-0.10, 0.01, -0.02], [0.13, 0.04, 0.08], [-0.10, 0.05, 0.09], [-0.03, 0.09, 0.07], [-0.07, 0.07, 0.01], [-0.08, 0.03, -0.05], [-0.11, 0.00, 0.02]],
  "mulliken_charge": [-1.523, 1.037, -0.944, 0.789, -0.409, -0.242, -0.914, 0.399, 0.462, -0.338, 1.213, -0.563, -0.750, 0.929, 0.262, 0.465, 0.405, 0.356, -0.229, -0.823, 0.260, -0.441, 0.344, -0.945, -0.228, -0.880, -0.377, 0.159, -1.215, 0.580, 0.518, 0.429, 0.410, 0.331, 0.030, 0.339, 0.432, 0.414, 0.192, -2.080, 0.417, 0.454, 0.366, -1.145, 0.330, 0.320, 0.450, -2.150, 0.388, 0.502, 0.356, 0.607, -0.163, 0.376, 0.354, 0.367, 0.318]
}

=====

(4)
{
  "formula": "C8H28O10",
  "method": "ωB97M-V with the def2-TZVPD basis set",
  "largest_force_ev_per_a": 2.83,
  "total_energy_ev": -29222.7099,
  "gap_ha": 0.3758,
  "smiles": "OCCO.OCCO.OCCO.OCCO.O.O",
  "homo_energy_ha": -0.3598,
  "elements": ["C", "C", "O", "O", "H", "H", "H", "H", "H", "H", "C", "C", "O", "O", "H", "H", "H", "H", "H", "H", "C", "C", "O", "O", "H", "H", "H", "H", "H", "H", "C", "C", "O", "O", "H", "H", "H", "H", "H", "H", "O", "H", "H", "O", "H", "H"],
  "xyz": [[-1.457569, -3.113621, -0.393517], [-1.128485, -3.176853, 1.107522], [-1.234102, -4.500456, 1.625006], [-0.600549, -3.962193, -1.143898], [-1.283725, -2.015187, -0.669732], [-2.532870, -3.239654, -0.476516], [-1.960940, -2.609635, 1.522622], [-0.183111, -2.647138, 1.273476], [-0.530545, -4.557479, 2.339394], [-0.610441, -4.771983, -0.649159], [1.014043, 3.098518, -0.058255], [2.348335, 3.850614, -0.163411], [3.493905, 3.070686, -0.298397], [0.906901, 2.390566, 1.211078], [0.757681, 2.390371, -0.913185], [0.201483, 3.841820, -0.044444], [2.388357, 4.561949, 0.659497], [2.313437, 4.418566, -1.105550], [3.860522, 2.888955, 0.545082], [0.601467, 1.503042, 1.077469], [1.702916, -1.718901, -1.298019], [2.489932, -0.437535, -1.548285], [3.341600, -0.291243, -0.411649], [0.708287, -1.836577, -2.310243], [1.229035, -1.739977, -0.337742], [2.396542, -2.532707, -1.396133], [1.735523, 0.369956, -1.622134], [3.134744, -0.547370, -2.480367], [3.791798, 0.568541, -0.400129], [0.418848, -2.727534, -2.179826], [-1.903238, 1.468373, 2.588605], [-2.165131, 0.566937, 1.362311], [-0.913431, 0.223364, 0.708592], [-0.985587, 0.802025, 3.513049], [-2.830152, 1.658661, 3.068408], [-1.578644, 2.431849, 2.262306], [-2.759365, 1.235741, 0.729782], [-2.794104, -0.331850, 1.548948], [-0.393500, -0.322054, 1.300091], [-0.648624, 1.522639, 3.975224], [-3.039821, 1.395251, -1.598419], [-2.303221, 1.162157, -2.128526], [-3.791538, 0.895000, -1.902872], [-0.567261, 0.592287, -2.362233], [-0.637411, 0.111982, -1.555414], [-0.001992, 0.060097, -2.970406]],
  "forces_ev_per_angstrom": [[0.92, 1.92, 0.96], [-1.24, 0.63, -0.88], [2.16, 0.16, 1.05], [-0.80, 0.82, -0.24], [-0.04, -1.58, 0.05], [-0.15, -0.79, -0.65], [0.22, 0.45, 0.52], [0.05, -0.57, 0.33], [-1.44, -0.20, -1.29], [0.22, -0.96, 0.23], [-0.77, -1.13, 0.25], [-1.43, 0.21, -1.06], [0.28, -0.51, -0.84], [0.95, 1.38, -0.36], [0.74, 0.87, 0.90], [0.29, 0.07, -0.21], [0.25, 0.01, 0.20], [-0.24, 0.12, 0.31], [0.38, -0.29, 1.26], [-0.41, -0.55, -0.42], [0.56, 0.64, -1.37], [0.36, -0.06, 0.05], [0.05, 0.22, 0.09], [0.70, 0.68, -0.01], [-0.05, 0.22, 0.85], [0.34, -0.66, 0.29], [0.74, -0.03, -0.18], [-1.08, 0.27, 0.87], [-0.47, -0.23, -0.33], [-0.85, -1.08, -0.30], [0.32, -2.37, -0.24], [0.26, 0.85, 0.62], [-0.98, 0.21, -0.37], [-1.68, -0.71, -2.17], [-1.15, -0.10, 0.65], [0.97, 0.49, -0.30], [0.42, -0.53, -0.56], [0.65, 0.43, 0.21], [-0.08, -0.18, 0.48], [1.40, 1.59, 1.61], [-1.39, 0.80, 1.29], [1.40, -0.49, -1.10], [-0.21, -0.20, -0.25], [0.55, 0.68, -1.94], [0.10, -0.81, 1.07], [-0.81, 0.29, 0.94]],
  "mulliken_charge": [0.157, -0.324, -0.562, -0.560, -0.172, 0.394, 0.079, 0.351, 0.352, 0.349, 0.154, -0.715, -0.495, -0.568, 0.007, 0.308, 0.357, 0.300, 0.308, 0.324, -0.172, 0.105, -0.551, -0.598, -0.067, 0.511, -0.113, 0.272, 0.297, 0.299, -0.638, -0.362, -0.229, -0.533, 0.524, 0.319, 0.183, 0.283, 0.271, 0.298, -0.603, 0.310, 0.276, -0.796, 0.317, 0.351]
}